No. 1
C11H23ClHoNO2P2 | ωB97M-V/def2-TZVPD

Summary:
Spin multiplicity: 5
Largest force on an atom, eV/Å: 3.7
E, Eh: -2728.5357
<S²>: 6.0097
Orbital gap (spin up / spin down), eV: 5.1 / 5.2
Total charge: +2
HOMO (spin up / spin down), eV: -12.9 / -13.0

CARTESIAN COORDINATES (ANGSTROEM)
Ho  -0.486  -1.000  0.552
P  -0.607  0.718  2.841
C  -0.760  2.001  1.616
C  0.142  2.031  0.528
N  0.568  0.822  -0.075
C  1.555  0.877  -1.014
C  2.051  2.085  -1.447
C  1.489  3.302  -1.002
C  0.467  3.263  -0.063
C  2.110  -0.384  -1.643
P  1.042  -1.911  -1.476
H  -0.101  4.162  0.217
H  2.844  2.077  -2.212
H  1.841  4.260  -1.382
H  2.254  -0.224  -2.735
H  3.101  -0.662  -1.225
H  -2.503  1.105  0.482
H  -1.400  2.854  1.717
H  -3.958  -3.284  -2.969
O  -2.602  0.236  0.176
H  -2.934  0.484  -0.729
H  -1.719  -2.742  0.747
O  -3.099  -3.258  -2.388
H  -3.329  -3.562  -1.461
C  0.377  -1.967  -3.154
H  1.208  -2.149  -3.850
H  -0.361  -2.779  -3.154
H  -0.130  -1.025  -3.395
C  2.268  -3.227  -1.486
H  1.794  -4.093  -1.010
H  2.534  -3.461  -2.524
H  3.149  -2.919  -0.910
C  0.732  1.746  3.686
H  0.251  2.661  4.097
H  1.262  1.162  4.455
H  1.421  2.058  2.871
C  -2.119  1.085  3.868
H  -2.185  0.326  4.663
H  -2.086  2.089  4.331
H  -3.013  1.004  3.228
Cl  -1.067  -3.760  1.230

natural (NBO) population analysis, charges in e, atoms 1 to 6: 1.79 0.71 -0.79 0.21 -0.78 0.21



No. 2
H39O19 | ωB97M-V/def2-TZVPD

Summary:
Largest force on an atom, eV/Å: 9.8
E, Eh: -1452.4937
ΔE to the lowest compared entry with this formula, charge and spin, kcal/mol: 153.39
Orbital gap, eV: 10.7
Total charge: +1
HOMO, eV: -13.4

CARTESIAN COORDINATES (ANGSTROEM)
O  -3.516  1.228  -1.959
H  -2.990  4.235  0.591
H  -4.150  1.904  -2.139
O  1.485  4.071  -1.635
H  2.106  4.652  -1.130
H  -2.033  -2.303  0.159
O  1.733  0.488  1.015
H  -0.573  -3.071  4.083
H  -2.434  4.338  -0.754
O  -1.133  -2.849  -0.130
H  -3.350  -1.869  1.333
H  0.948  -0.089  0.953
O  1.575  -4.217  -2.219
H  2.384  -3.709  -2.107
H  1.326  -3.626  -2.925
O  3.179  3.592  0.222
H  2.813  1.759  -2.597
H  3.614  2.738  0.360
O  -3.135  -2.726  1.334
H  1.359  -3.199  -0.371
H  1.113  4.563  -2.320
O  -3.046  3.911  -0.255
H  -3.974  -1.200  -1.437
O  -0.359  -0.587  -1.187
H  0.511  -1.099  -1.442
H  0.000  -0.294  -0.225
O  -1.593  2.211  1.764
H  -0.839  -1.888  -0.570
H  -0.634  -3.060  0.651
O  1.110  -2.407  0.241
H  1.876  0.806  0.216
H  1.184  -2.798  1.151
O  -0.436  -3.314  3.277
H  -1.467  -3.502  3.169
H  -1.974  2.608  2.713
O  -2.863  -0.213  2.100
H  -2.101  2.577  1.048
H  2.366  3.707  0.600
O  -3.234  -1.079  -0.744
H  -3.013  -0.209  -0.825
H  1.996  2.653  -1.737
O  2.270  -1.546  2.876
H  2.817  -1.059  2.434
H  -3.689  -3.295  0.786
O  4.883  -1.397  0.768
H  -0.708  1.962  -1.826
H  4.981  -0.381  0.780
O  -0.891  2.929  -1.624
H  -2.749  1.613  -1.503
H  -1.234  3.418  -2.385
O  2.393  1.802  -1.812
H  -2.800  0.581  1.817
H  1.325  -1.193  2.604
O  2.560  -1.688  -1.836
H  3.063  -1.336  -1.003
H  3.222  -1.294  -2.454
H  -3.765  -0.332  2.445
H  4.492  -1.516  1.661

natural (NBO) population analysis, charges in e, atoms 1 to 6: -0.98 0.47 0.50 -0.94 0.51 0.56



No. 3
CH5NO | ωB97M-V/def2-TZVPD

Summary:
Largest force on an atom, eV/Å: 0.5
E, Eh: -171.0624
ΔE to the lowest compared entry with this formula, charge and spin, kcal/mol: 12.39
Orbital gap, eV: 11.7
SMILES: C=N.O
HOMO, eV: -10.8

CARTESIAN COORDINATES (ANGSTROEM)
C  -1.131  0.516  0.001
N  -0.857  -0.692  0.238
H  -0.816  0.918  -0.961
H  -1.660  1.185  0.682
H  -1.197  -0.970  1.162
H  1.294  -0.820  -0.201
H  2.245  0.385  -0.319
O  2.122  -0.523  -0.603

natural (NBO) population analysis, charges in e, atoms 1 to 6: -0.03 -0.62 0.17 0.15 0.34 0.49



No. 4
C31H43F2OSi | ωB97M-V/def2-TZVPD

Summary:
Largest force on an atom, eV/Å: 1.6
E, Eh: -1771.2460
Orbital gap, eV: 4.4
Total charge: +1
HOMO, eV: -10.4

CARTESIAN COORDINATES (ANGSTROEM)
C  2.175  -7.429  0.672
C  2.627  -6.163  0.050
C  3.260  -6.194  -1.191
F  3.389  -7.419  -1.797
C  3.776  -5.081  -1.819
C  3.547  -3.795  -1.235
C  3.924  -2.553  -1.798
C  4.501  -2.266  -3.058
C  4.714  -3.208  -4.115
C  5.400  -2.797  -5.237
F  5.703  -3.721  -6.206
C  5.793  -1.481  -5.470
C  6.462  -1.130  -6.745
C  5.503  -0.531  -4.477
C  4.890  -0.912  -3.304
C  2.903  -3.763  0.042
C  2.470  -4.911  0.669
H  1.770  -7.221  1.665
H  1.392  -7.920  0.080
H  3.000  -8.145  0.781
H  4.356  -5.206  -2.726
H  3.772  -1.686  -1.150
H  4.341  -4.224  -4.063
H  6.656  -0.055  -6.768
H  7.420  -1.653  -6.862
H  5.841  -1.385  -7.613
H  5.777  0.512  -4.651
H  4.676  -0.177  -2.526
H  2.774  -2.790  0.518
H  1.996  -4.867  1.652
C  -3.024  6.159  -1.588
C  -3.524  4.818  -1.071
C  -3.275  4.642  0.428
C  -3.645  3.235  0.939
Si  -2.227  2.288  1.746
C  -1.512  3.275  3.175
C  -2.538  3.554  4.290
C  -2.168  2.892  5.617
C  -3.232  3.104  6.686
C  -2.845  0.635  2.364
C  -3.424  -0.204  1.228
C  -3.914  -1.564  1.714
C  -4.510  -2.384  0.581
C  -0.873  1.955  0.514
C  -0.436  2.713  -0.558
C  0.626  1.999  -1.178
C  0.790  0.835  -0.464
O  -0.115  0.787  0.562
H  -3.202  6.243  -2.662
H  -3.539  6.987  -1.090
H  -1.948  6.269  -1.415
H  -4.600  4.721  -1.260
H  -3.036  4.002  -1.619
H  -2.224  4.884  0.650
H  -3.865  5.393  0.974
H  -4.445  3.318  1.693
H  -4.045  2.612  0.122
H  -0.647  2.706  3.549
H  -1.124  4.222  2.770
H  -2.622  4.639  4.444
H  -3.546  3.217  3.996
H  -2.011  1.818  5.454
H  -1.210  3.303  5.957
H  -2.928  2.630  7.621
H  -3.385  4.170  6.878
H  -4.187  2.667  6.380
H  -1.986  0.118  2.819
H  -3.594  0.802  3.153
H  -4.255  0.331  0.747
H  -2.662  -0.357  0.451
H  -3.072  -2.096  2.169
H  -4.659  -1.405  2.501
H  -4.863  -3.347  0.956
H  -5.358  -1.864  0.128
H  -3.765  -2.574  -0.197
H  -0.854  3.672  -0.839
H  1.180  2.332  -2.042
H  1.489  0.019  -0.593

Löwdin population analysis, charges in e, atoms 1 to 6: -0.01 -0.16 -0.18 0.08 0.10 -0.17



No. 5
C22H26FN3O3 | ωB97M-V/def2-TZVPD

Summary:
Largest force on an atom, eV/Å: 0.5
E, Eh: -1343.8287
ΔE to the lowest compared entry with this formula, charge and spin, kcal/mol: 0.37
Orbital gap, eV: 9.4
SMILES: COc1ccc(C(=O)NC2CCN(CC(=O)NCc3ccccc3F)CC2)cc1
HOMO, eV: -8.7

CARTESIAN COORDINATES (ANGSTROEM)
C  9.456  -0.508  -0.636
H  10.266  -0.612  -1.356
O  8.267  -0.586  -1.386
C  7.079  -0.489  -0.736
C  5.939  -0.591  -1.538
C  4.681  -0.492  -0.987
C  4.524  -0.294  0.384
C  5.662  -0.220  1.180
C  6.928  -0.306  0.635
H  7.786  -0.235  1.285
H  5.535  -0.090  2.244
C  3.199  -0.190  1.055
O  3.023  -0.527  2.211
N  2.205  0.321  0.286
H  2.420  0.671  -0.634
C  0.863  0.533  0.779
C  -0.168  -0.136  -0.132
C  -1.585  0.141  0.389
N  -1.883  1.554  0.552
C  -2.142  2.237  -0.702
C  -3.490  1.797  -1.273
O  -3.704  1.685  -2.461
N  -4.414  1.601  -0.312
H  -4.075  1.593  0.641
C  -5.691  0.978  -0.585
C  -5.592  -0.519  -0.425
C  -5.626  -1.381  -1.512
C  -5.479  -2.747  -1.339
C  -5.289  -3.275  -0.073
C  -5.243  -2.436  1.027
C  -5.391  -1.077  0.832
F  -5.337  -0.255  1.908
H  -5.092  -2.817  2.025
H  -5.173  -4.339  0.062
H  -5.510  -3.401  -2.196
H  -5.762  -0.969  -2.500
H  -6.435  1.388  0.104
H  -5.961  1.227  -1.614
H  -1.381  2.077  -1.479
H  -2.202  3.312  -0.509
C  -0.897  2.194  1.402
C  0.543  2.025  0.906
H  1.234  2.494  1.607
H  0.659  2.510  -0.067
H  -1.147  3.254  1.487
H  -0.986  1.742  2.395
H  -2.321  -0.295  -0.291
H  -1.703  -0.331  1.370
H  0.003  -1.212  -0.166
H  -0.065  0.254  -1.148
H  0.836  0.070  1.772
H  3.819  -0.605  -1.629
H  6.073  -0.753  -2.596
H  9.520  -1.315  0.100
H  9.547  0.458  -0.128

natural (NBO) population analysis, charges in e, atoms 1 to 6: -0.25 0.20 -0.49 0.31 -0.26 -0.17



No. 6
C4H9NaO3 | ωB97M-V/def2-TZVPD

Summary:
Largest force on an atom, eV/Å: 5.4
E, Eh: -545.7256
ΔE to the lowest compared entry with this formula, charge and spin, kcal/mol: 29.77
Orbital gap, eV: 6.8
HOMO, eV: -7.0

CARTESIAN COORDINATES (ANGSTROEM)
H  1.947  -1.189  -0.078
C  -2.527  1.046  0.005
O  -1.167  0.645  -0.051
C  -0.842  -0.588  0.482
C  -0.143  -1.445  -0.345
H  -2.570  2.059  -0.408
H  -3.144  0.370  -0.602
H  -2.860  1.058  1.053
H  -1.615  -0.982  1.152
H  1.227  0.067  1.443
H  0.276  -1.054  -1.279
H  -0.163  -2.501  -0.076
O  1.931  0.724  0.823
C  2.655  -0.085  -0.121
O  2.586  0.433  -1.323
Na  0.717  1.630  -0.950
H  3.692  -0.187  0.277

natural (NBO) population analysis, charges in e, atoms 1 to 6: 0.02 -0.25 -0.60 0.01 -0.41 0.19



No. 7
C4H10O4 | ωB97M-V/def2-TZVPD

Summary:
Largest force on an atom, eV/Å: 2.5
E, Eh: -459.3197
ΔE to the lowest compared entry with this formula, charge and spin, kcal/mol: 43.38
Orbital gap, eV: 10.5
SMILES: O=CCCC=O.O.O
HOMO, eV: -10.0

CARTESIAN COORDINATES (ANGSTROEM)
C  0.641  0.045  0.315
C  0.911  -1.423  -0.041
C  -0.345  -2.219  -0.237
O  -1.429  -1.823  0.120
C  1.952  0.684  0.687
O  2.965  0.018  0.746
H  -0.058  0.111  1.129
H  0.002  0.339  -0.542
H  1.573  -1.895  0.692
H  1.440  -1.479  -1.024
H  -0.212  -3.078  -0.926
H  2.081  1.764  0.626
H  -1.276  2.403  -1.723
H  -1.877  1.204  -2.356
O  -1.086  1.746  -2.424
H  -2.230  0.619  1.620
H  -1.210  1.529  2.041
O  -1.843  1.455  1.295

natural (NBO) population analysis, charges in e, atoms 1 to 6: -0.55 -0.51 0.45 -0.55 0.43 -0.52



No. 8
C29H47Cl2N2PRuS | ωB97M-V/def2-TZVPD

Summary:
Spin multiplicity: 6
Largest force on an atom, eV/Å: 5.2
E, Eh: -2997.4400
<S²>: 8.8084
Orbital gap (spin up / spin down), eV: 3.8 / 4.4
Total charge: -1
HOMO (spin up / spin down), eV: -1.4 / -3.8

CARTESIAN COORDINATES (ANGSTROEM)
P  2.439  -1.929  -2.133
C  3.369  -3.412  -1.288
C  4.192  -4.386  -2.162
C  4.815  -5.526  -1.372
C  5.493  -5.101  -0.061
C  4.770  -4.000  0.723
C  4.234  -2.866  -0.148
C  3.823  -0.816  -2.675
C  5.043  -1.597  -3.176
C  6.000  -0.682  -3.898
C  6.376  0.526  -3.037
C  5.220  1.163  -2.246
C  4.269  0.167  -1.589
C  2.072  -2.819  -3.768
C  1.164  -4.054  -3.607
C  1.099  -4.849  -4.930
C  0.736  -4.006  -6.158
C  1.473  -2.662  -6.222
C  1.555  -1.903  -4.880
H  2.505  -3.948  -0.862
H  5.035  -3.859  -2.618
H  3.596  -4.800  -2.988
H  5.561  -6.021  -2.008
H  4.039  -6.269  -1.169
H  5.596  -5.986  0.581
H  6.503  -4.742  -0.300
H  3.919  -4.436  1.257
H  5.450  -3.591  1.481
H  3.648  -2.170  0.472
H  5.073  -2.291  -0.565
H  3.359  -0.254  -3.508
H  5.522  -0.368  -4.831
H  4.753  -2.406  -3.857
H  5.570  -2.028  -2.316
H  6.896  -1.255  -4.163
H  6.820  1.292  -3.682
H  7.143  0.184  -2.331
H  5.628  1.845  -1.492
H  4.610  1.756  -2.936
H  3.411  0.683  -1.128
H  4.775  -0.374  -0.774
H  3.055  -3.180  -4.115
H  1.515  -4.729  -2.807
H  0.156  -3.720  -3.325
H  2.084  -5.297  -5.096
H  0.395  -5.684  -4.834
H  -0.349  -3.821  -6.161
H  0.971  -4.585  -7.064
H  1.010  -2.022  -6.983
H  2.502  -2.837  -6.552
H  2.209  -1.024  -5.012
H  0.572  -1.506  -4.598
Ru  0.872  -0.516  -1.060
Cl  0.889  0.747  -3.045
Cl  0.763  -2.499  0.224
C  1.070  0.789  0.230
H  0.249  1.553  0.154
C  1.980  1.251  1.294
C  1.777  2.526  1.885
C  2.773  3.075  2.676
C  3.961  2.364  2.892
C  4.113  1.059  2.405
C  3.102  0.482  1.639
H  0.838  3.070  1.677
H  2.629  4.063  3.105
H  5.020  0.497  2.608
H  3.148  -0.550  1.276
H  4.772  2.840  3.448
S  -1.565  -0.381  -0.989
C  -2.465  0.534  0.182
N  -2.096  0.549  1.470
C  -2.940  1.047  2.584
C  -4.246  1.627  2.097
C  -4.057  2.287  0.751
N  -3.551  1.273  -0.170
H  -1.250  0.032  1.698
H  -2.347  1.795  3.118
H  -3.095  0.201  3.259
H  -4.663  2.314  2.833
H  -4.999  0.842  2.011
H  -3.351  3.118  0.859
H  -4.992  2.662  0.349
H  -3.643  1.415  -1.172

Löwdin population analysis, charges in e, atoms 1 to 6: 0.92 -0.42 -0.21 -0.20 -0.20 -0.19



No. 9
C14H24O5S | ωB97M-V/def2-TZVPD

Summary:
Largest force on an atom, eV/Å: 9.7
E, Eh: -1321.9211
Orbital gap, eV: 7.5
SMILES: CCCCCCC1=C(S)C(=O)OC1=O.COCCOC
HOMO, eV: -9.1

CARTESIAN COORDINATES (ANGSTROEM)
C  6.121  2.163  1.682
C  4.646  1.823  1.052
C  3.521  3.033  1.308
C  2.056  2.302  1.224
C  0.767  3.302  1.382
C  -0.600  2.577  0.842
C  -0.825  1.038  1.356
C  -1.902  0.485  2.272
S  -3.317  1.415  3.095
C  -1.691  -1.148  2.474
O  -2.566  -2.119  2.746
O  -0.243  -1.258  2.208
C  -0.040  -0.368  1.032
O  0.685  -0.609  -0.091
H  6.555  3.073  1.069
H  6.825  1.213  1.526
H  6.006  2.365  2.829
H  4.201  0.882  1.636
H  4.688  1.561  -0.098
H  3.631  3.784  0.392
H  3.738  3.582  2.323
H  2.006  1.529  2.120
H  1.943  1.772  0.162
H  0.977  4.310  0.778
H  0.642  3.631  2.507
H  -1.509  3.215  1.281
H  -0.723  2.659  -0.342
H  -4.470  1.017  2.357
C  -2.302  -2.780  -4.517
O  -1.436  -3.235  -3.482
C  -1.309  -2.284  -2.421
C  -2.173  -2.672  -1.221
O  -3.569  -2.590  -1.535
C  -4.138  -3.867  -1.799
H  -2.551  -3.631  -5.155
H  -3.231  -2.364  -4.116
H  -1.790  -2.025  -5.120
H  -1.550  -1.273  -2.773
H  -0.258  -2.288  -2.113
H  -1.989  -1.961  -0.409
H  -1.916  -3.671  -0.853
H  -4.273  -4.413  -0.861
H  -3.519  -4.457  -2.482
H  -5.117  -3.717  -2.263

natural (NBO) population analysis, charges in e, atoms 1 to 6: -0.63 -0.40 -0.41 -0.43 -0.40 -0.46



No. 10
C3H10NSi | ωB97M-V/def2-TZVPD

Summary:
Largest force on an atom, eV/Å: 3.0
E, Eh: -464.2485
ΔE to the lowest compared entry with this formula, charge and spin, kcal/mol: 0.00
Orbital gap, eV: 12.0
SMILES: C1C[SiH2]C[NH2+]1
Total charge: +1
HOMO, eV: -15.6

CARTESIAN COORDINATES (ANGSTROEM)
C  0.554  1.209  0.127
C  1.130  0.101  -0.860
C  -1.179  -0.499  0.576
N  -0.078  0.320  1.157
Si  -0.306  -1.151  -0.972
H  1.411  1.723  0.555
H  -0.106  1.931  -0.388
H  1.390  0.509  -1.792
H  2.041  -0.398  -0.605
H  -1.649  -1.129  1.482
H  -2.037  0.059  0.123
H  0.734  -0.343  1.345
H  -0.441  0.964  1.871
H  -1.278  -0.733  -1.920
H  -0.187  -2.562  -0.699

natural (NBO) population analysis, charges in e, atoms 1 to 6: -0.23 -0.86 -0.68 -0.52 1.07 0.24



No. 11
CH3O2S | ωB97M-V/def2-TZVPD

Summary:
Largest force on an atom, eV/Å: 2.9
E, Eh: -588.4340
ΔE to the lowest compared entry with this formula, charge and spin, kcal/mol: 130.87
Orbital gap (spin up / spin down), eV: 7.2 / 6.7
Total charge: -1
HOMO (spin up / spin down), eV: -3.4 / -2.7

CARTESIAN COORDINATES (ANGSTROEM)
C  0.176  0.104  0.004
O  -2.561  1.403  1.272
O  0.620  1.923  1.964
S  -0.143  1.883  0.697
H  -0.296  0.095  -0.935
H  -0.344  -0.466  0.721
H  1.292  -0.282  -0.149

natural (NBO) population analysis, charges in e, atoms 1 to 6: -0.80 -0.93 -0.92 1.03 0.20 0.23



No. 12
H10O5 | ωB97M-V/def2-TZVPD

Summary:
Largest force on an atom, eV/Å: 3.1
E, Eh: -382.1694
ΔE to the lowest compared entry with this formula, charge and spin, kcal/mol: 34.35
Orbital gap, eV: 12.0
SMILES: O.O.O.O.O
HOMO, eV: -11.7

CARTESIAN COORDINATES (ANGSTROEM)
H  -1.933  0.349  -0.892
H  -1.486  0.237  0.430
H  -0.125  -1.574  -1.071
H  -0.626  -0.390  -1.814
H  2.356  -0.542  0.950
H  1.633  0.674  0.555
H  1.113  2.088  -0.359
H  0.278  1.193  -0.804
H  0.031  -0.543  1.246
H  -0.892  -1.374  2.276
O  -1.818  0.921  -0.177
O  -0.596  -1.317  -1.890
O  1.632  0.058  1.307
O  1.172  1.408  -1.023
O  -0.739  -1.188  1.265

natural (NBO) population analysis, charges in e, atoms 1 to 6: 0.46 0.49 0.48 0.44 0.49 0.48